Entry i
C2H2ClN3O | ωB97M-V/def2-TZVPD

Results
HOMO, eV: -10.284
LUMO energy, hartree: -0.0116
Gap between HOMO and LUMO, eV: 9.969
Charge: 0

Each line ends with the Löwdin charge.
Element x y z (Å)
C1 -1.239 -0.940 0.015  -0.111
C2 -0.657 0.359 -0.023  -0.151
N1 -2.489 -0.780 -0.326  0.067
N2 -1.577 1.247 -0.303  0.073
N3 1.198 0.893 0.221  -0.400
O1 -2.700 0.544 -0.525  -0.080
Cl1 2.274 -0.159 -0.592  0.502
H1 -0.735 -1.894 0.277  0.130
H2 1.234 1.707 -0.319  -0.032

Entry ii
C2H2ClN3O | ωB97M-V/def2-TZVPD

Results
HOMO (alpha / beta), eV: -10.009 / -10.022
LUMO energy (alpha / beta), hartree: -0.0568 / -0.0586
Gap between HOMO and LUMO (alpha / beta), eV: 8.462 / 8.427
Charge: 0

Each line ends with the Löwdin charge.
Element x y z (Å)
C1 0.672 -1.248 0.078  -0.145
C2 0.255 0.058 0.280  -0.194
N1 0.588 -1.879 1.271  0.050
N2 0.328 0.326 1.567  0.048
N3 -1.517 1.570 -1.760  -0.576
O1 0.374 -0.909 2.192  -0.113
Cl1 -1.436 2.911 -2.430  0.648
H1 0.734 -2.022 -0.744  0.127
H2 0.002 1.193 -0.454  0.154

entry i takes first place; second place is 236.8 kJ/mol up.